[1]
7 unconnected molecules or ions with the total composition C13H43O16P3 at a distorted geometry. Source: the OMol25 dataset; level of theory: the ωB97M-V functional and the def2-TZVPD basis.

```
75
Properties=species:S:1:pos:R:3:lowdin_charge:R:1
C -3.120 2.652 1.553 -0.11
O -3.915 3.484 0.767 -0.24
P -3.449 4.282 -0.572 0.46
O -2.048 4.660 -0.480 -0.23
O -3.783 3.285 -1.816 -0.22
C -5.058 3.117 -2.416 -0.10
O -4.453 5.570 -0.743 -0.22
C -4.083 6.789 -0.064 -0.11
H -3.256 2.961 2.589 0.10
H -2.108 2.633 1.150 0.08
H -3.555 1.672 1.359 0.09
H -5.138 2.114 -2.838 0.09
H -5.165 3.902 -3.165 0.09
H -5.859 3.344 -1.713 0.08
H -3.051 6.862 0.279 0.08
H -4.621 6.853 0.882 0.08
H -4.273 7.750 -0.542 0.09
C -0.860 -0.454 0.858 -0.12
O -0.226 -1.717 0.847 -0.21
P -0.177 -2.644 -0.475 0.51
O -0.310 -1.855 -1.766 -0.26
O -1.348 -3.714 -0.141 -0.22
C -1.626 -4.765 -1.041 -0.11
O 1.205 -3.491 -0.316 -0.22
C 2.391 -2.971 -0.913 -0.10
H -0.934 0.061 -0.100 0.08
H -0.379 0.280 1.505 0.08
H -1.885 -0.524 1.224 0.09
H -2.388 -5.404 -0.594 0.09
H -0.741 -5.400 -1.023 0.08
H -1.760 -4.417 -2.065 0.09
H 3.331 -3.431 -0.608 0.09
H 2.559 -2.003 -0.441 0.09
H 2.299 -2.901 -1.997 0.08
C 4.367 5.480 1.420 -0.12
O 4.778 4.898 2.652 -0.22
P 4.828 3.267 2.714 0.45
O 5.543 2.607 1.629 -0.22
O 3.214 2.916 2.768 -0.24
C 2.385 2.745 1.607 -0.10
O 5.433 2.884 4.154 -0.19
C 4.815 3.379 5.332 -0.12
H 5.118 6.199 1.091 0.09
H 3.330 5.808 1.489 0.09
H 4.358 4.850 0.530 0.07
H 2.090 1.699 1.516 0.08
H 2.783 3.226 0.714 0.08
H 1.406 3.215 1.695 0.08
H 4.410 2.553 5.915 0.08
H 3.896 3.962 5.283 0.09
H 5.609 3.802 5.948 0.09
C -3.070 -8.428 -1.781 -0.21
O -2.018 -7.958 -2.524 -0.11
H -3.572 -9.130 -2.447 0.08
H -2.657 -8.826 -0.854 0.09
H -3.855 -7.748 -1.449 0.07
H -2.360 -7.453 -3.266 0.08
C 0.256 -2.101 4.417 -0.14
O -0.618 -0.985 4.719 -0.14
H -0.102 -2.619 3.527 0.07
H 1.294 -1.796 4.280 0.08
H 0.225 -2.713 5.318 0.07
H -1.488 -1.367 4.855 0.06
C 4.558 -3.406 -3.907 -0.13
O 5.558 -3.269 -2.856 -0.14
H 4.273 -2.427 -4.290 0.08
H 4.912 -4.035 -4.724 0.07
H 3.727 -3.895 -3.399 0.06
H 5.366 -3.978 -2.238 0.06
C -1.710 -1.383 -4.873 -0.15
O -2.523 -1.080 -3.725 -0.15
H -2.402 -1.210 -5.696 0.07
H -0.917 -0.637 -4.914 0.08
H -1.438 -2.439 -4.898 0.07
H -2.017 -1.187 -2.916 0.02
```

## Properties
HOMO level, eV: -9.849
Charge: 0
Lowest unoccupied orbital energy, eV: 0.45
Largest force on an atom, eV/Å: 3.61
SMILES string: COP(=O)(OC)OC.COP(=O)(OC)OC.COP(=O)(OC)OC.CO.CO.CO.CO
Energy above the lowest of the compared OMol25 structures with the same formula, charge and spin, eV: 2.985
2S+1: 1
HOMO-LUMO gap, eV: 10.3



[2]
A gas-phase ion, CH2N5O2 (charge -1) at a distorted geometry. Source: the OMol25 dataset; level of theory: the ωB97M-V functional and the def2-TZVPD basis.

```
10
Properties=species:S:1:pos:R:3:nbo_charge:R:1
N 0.896 0.515 3.030 -0.48
C 0.375 -0.096 2.220 0.42
N -0.014 -0.802 1.229 -0.21
N 0.431 -0.376 -0.050 -0.61
N -1.116 -1.672 1.297 -0.31
N -2.175 -1.286 0.643 0.59
O -2.156 -0.211 0.077 -0.57
O -3.142 -2.038 0.558 -0.52
H 1.368 -0.187 0.089 0.33
H -0.082 0.552 -0.082 0.36
```

## Properties
HOMO level, eV: -4.429
Charge: -1
Lowest unoccupied orbital energy, eV: 4.19
Largest force on an atom, eV/Å: 3.44
SMILES string: N#CN(N)N=[N+]([O-])[O-]
Energy above the lowest of the compared OMol25 structures with the same formula, charge and spin, eV: 0.475
2S+1: 1
HOMO-LUMO gap, eV: 8.6